Record 1
74
Properties=species:S:1:pos:R:3 method="wB97M-V/def2-TZVPD" multiplicity=6 total_energy_ha=-3111.29872 gap_ev="5.892 / 6.617" max_force_ev_per_a=3.518 s_squared=9.028
O -3.89584 -2.34047 -1.40149
H -4.76688 -2.73322 -1.57407
Mn -1.25593 -1.25910 -0.40281
N -1.08702 -1.76285 1.42758
N -2.69001 -0.21328 0.26503
N 0.28746 -2.19459 -1.01120
N -1.43019 -0.90980 -2.23026
O -0.25948 -2.66933 1.89063
O 1.18972 -2.81405 -0.19979
O -2.40240 -0.14369 -2.78078
O -3.47583 0.49688 -0.48016
C -2.84531 -0.24169 1.62463
C -1.88604 -1.05456 2.28349
C 0.55690 -2.10690 -2.33766
C -0.47288 -1.41067 -3.04646
C -1.66817 -1.08881 3.74934
H -0.89396 -0.36303 4.03910
H -1.35210 -2.08732 4.07444
H -2.59835 -0.82314 4.26081
C -3.89147 0.59472 2.26335
H -4.88275 0.33253 1.86708
H -3.71380 1.66201 2.06286
H -3.90723 0.44822 3.34794
C 1.82238 -2.57030 -2.95767
C -0.45452 -1.13803 -4.50067
H 2.39125 -3.20741 -2.27233
H 2.45432 -1.71509 -3.24003
H 1.60985 -3.13726 -3.87437
H -1.44355 -0.81015 -4.84019
H -0.16379 -2.04797 -5.04208
H 0.27990 -0.35072 -4.73464
H 0.67864 -2.84267 0.71472
H -2.97283 0.13404 -1.96759
C -3.09923 -3.31603 -0.69447
H -3.32023 -3.25182 0.38503
H -2.02899 -3.14549 -0.90537
H -3.33770 -4.34011 -1.02733
O -1.26276 -5.76076 1.81843
H -0.82509 -6.09879 1.01709
H -0.83001 -4.89786 1.98133
C 2.07853 0.90495 4.58031
C 1.32919 2.00749 4.15579
C 0.77292 2.02879 2.87037
C 0.99396 0.95802 1.99956
C 1.69616 -0.16476 2.43491
C 2.25734 -0.18235 3.71803
Sb 0.31942 1.10644 -0.05262
C 0.30553 3.27476 -0.14875
C -0.91283 3.95817 -0.20972
C -0.92085 5.35906 -0.12845
C 0.28879 6.06185 -0.01564
C 1.50646 5.36767 0.01476
C 1.51597 3.96712 -0.06949
C 2.02402 0.73540 -1.33068
C 1.98308 1.19226 -2.65129
C 3.11126 1.04655 -3.46832
C 4.26638 0.43767 -2.96640
C 4.28417 -0.04597 -1.65443
C 3.15630 0.09314 -0.83735
H 2.52848 0.89677 5.57521
H 1.18373 2.86465 4.81607
H 0.20148 2.90168 2.54432
H 1.84785 -1.02397 1.78047
H 2.84471 -1.04652 4.02680
H -1.85073 3.40505 -0.30480
H -1.87020 5.89935 -0.14786
H 0.28356 7.15167 0.04896
H 2.45297 5.90676 0.10805
H 2.47116 3.43477 -0.05655
H 1.09117 1.69044 -3.04252
H 3.08671 1.43323 -4.49010
H 5.15866 0.35407 -3.59229
H 5.17974 -0.52220 -1.24903
H 3.17884 -0.27346 0.19127

Record 2
66
Properties=species:S:1:pos:R:3 method="wB97M-V/def2-TZVPD" multiplicity=3 total_energy_ha=-1301.45680 gap_ev="2.969 / 5.090" max_force_ev_per_a=3.971 charge=-1 e_above_lowest_kcal_mol=8.3 s_squared=2.021
W 0.71463 -0.83490 0.09457
N -0.56520 0.35908 1.14590
C -0.65501 -0.08130 2.53196
C -0.76585 0.90647 3.49497
C -1.00727 0.52571 4.82749
C -1.21778 -0.81837 5.14612
C -1.03170 -1.80857 4.18553
C -0.75279 -1.46448 2.86122
C -0.42572 -2.66110 1.97305
C -1.13855 -3.85173 2.25324
C -0.92712 -5.05346 1.58659
C 0.13140 -5.12103 0.70127
C 0.96155 -4.00456 0.55059
C 0.63413 -2.73436 1.03444
H -1.51382 0.53557 0.78499
H -0.21499 1.33623 1.16036
H -0.88402 1.98093 3.24623
H -1.09536 1.25867 5.64264
H -1.60576 -1.03095 6.13993
H -1.07950 -2.85669 4.46648
H -1.84861 -3.86081 3.08185
H -1.51826 -5.94412 1.79199
H 0.37997 -6.02739 0.18755
H 1.88355 -4.14932 0.00928
C -4.17660 5.21451 3.33359
O -4.65166 3.95843 3.98113
H -5.03784 5.68732 2.85951
H -3.39349 5.02755 2.58759
H -3.83545 5.94287 4.09081
H -3.80013 3.60709 4.37685
C 4.09443 -1.20323 -0.66887
C 3.70614 -0.06959 0.33550
C 4.08561 1.40556 0.09290
C 4.17447 -0.42066 1.81737
N 2.31705 -0.10394 0.32600
H 5.16683 -1.28484 -0.83164
H 3.53268 -1.02929 -1.65159
H 3.78063 -2.14594 -0.18890
H 5.01482 1.59927 0.63150
H 3.30459 2.04309 0.51020
H 4.12610 1.56677 -1.02965
H 5.28197 -0.52918 1.90656
H 3.61902 -1.28846 2.22097
H 3.88997 0.51069 2.41702
C -0.24824 -1.53659 -3.76993
C -0.76038 -0.29072 -3.00847
C -2.24911 -0.40037 -2.75367
C 0.05063 -0.24269 -1.73527
C -0.56468 0.93118 -3.90865
C -1.20931 0.96872 -5.19777
C -1.22785 2.11037 -5.93705
C -0.72053 3.31197 -5.41728
C -0.12023 3.30105 -4.15034
C 0.06719 2.08003 -3.45684
H 0.78176 -1.31366 -4.11365
H -0.82442 -1.71179 -4.71591
H -0.26992 -2.41899 -3.14436
H -2.49823 -1.19467 -2.08237
H -2.78889 -0.57611 -3.71890
H -2.64119 0.55199 -2.37902
H 0.34099 0.81470 -1.51806
H -1.60338 0.04371 -5.63153
H -1.57755 2.12280 -6.99524
H -0.72592 4.19481 -6.01172
H 0.35221 4.17805 -3.71140
H 0.77997 1.98871 -2.65763

Record 3
73
Properties=species:S:1:pos:R:3 method="wB97M-V/def2-TZVPD" total_energy_ha=-2000.91192 gap_ev=5.402 max_force_ev_per_a=0.911 charge=+3 e_above_lowest_kcal_mol=5.5
W -0.10036 1.32113 0.96546
N 1.86582 1.88064 -0.03725
C 1.98868 3.23758 -0.60926
C 0.66416 3.54264 -1.24789
N -0.45722 3.16312 -0.32704
C -0.97902 4.30964 0.49691
C -0.11928 4.50050 1.71271
N -0.07911 3.18181 2.41424
H 2.62582 1.69260 0.61156
H 1.98600 1.20683 -0.80030
H 2.78089 3.26612 -1.35586
H 2.25648 3.93724 0.17634
H 0.54146 2.95707 -2.15774
H 0.58366 4.59467 -1.51240
H -1.24264 2.89385 -0.91911
H -1.99588 4.05898 0.78455
H -1.01871 5.20773 -0.11730
H -0.53384 5.27749 2.35097
H 0.89579 4.79366 1.46517
H -0.89189 3.13903 3.02431
H 0.72248 3.16018 3.03915
O -4.10626 0.92697 1.33908
C -2.97001 0.89219 1.61305
O -1.98431 1.61030 0.91404
C -2.29847 0.15028 2.70709
C -2.89519 -0.60223 3.68744
C -2.07722 -1.15073 4.67576
C -0.70257 -0.92006 4.65790
C -0.18942 -0.17377 3.62504
N -0.97696 0.33614 2.68165
C 1.22765 0.19259 3.39850
O 2.14925 0.01710 4.10111
O 1.32199 0.84317 2.16757
H -3.96859 -0.74681 3.67738
H -2.51349 -1.74840 5.46671
H -0.04071 -1.30580 5.42325
C -1.48529 -2.21461 -3.50413
C -1.53854 -1.27256 -2.28875
C -1.81871 0.16006 -2.78760
C -2.66401 -1.69986 -1.32943
Si 0.07280 -1.42408 -1.35298
O -0.01571 -0.01802 -0.14404
C 0.20732 -2.83826 -0.18975
C 0.47119 -2.67315 1.17863
C 0.55537 -3.76785 2.02519
C 0.37665 -5.04840 1.51759
C 0.12557 -5.23274 0.16479
C 0.04001 -4.13783 -0.68378
C 1.64181 -0.96092 -2.17718
C 1.72764 0.12881 -3.06500
C 2.92868 0.44975 -3.67961
C 4.06341 -0.31727 -3.41898
C 3.99413 -1.39896 -2.55077
C 2.79345 -1.71702 -1.92545
H -2.40259 -2.10095 -4.08813
H -1.42173 -3.26426 -3.20778
H -0.64167 -1.99580 -4.16482
H -2.84781 0.21831 -3.15146
H -1.16945 0.44249 -3.61821
H -1.73189 0.90842 -1.99639
H -3.62406 -1.65358 -1.85119
H -2.73986 -1.03818 -0.46018
H -2.53118 -2.71806 -0.96117
H 0.64975 -1.68354 1.58667
H 0.77903 -3.63493 3.07643
H 0.44423 -5.90537 2.17543
H -0.00018 -6.23184 -0.23230
H -0.14771 -4.30870 -1.73956
H 0.83722 0.68701 -3.33144
H 2.97980 1.26933 -4.38713
H 4.99825 -0.08070 -3.91265
H 4.87388 -2.00309 -2.36690
H 2.75116 -2.56712 -1.25077

Record 4
75
Properties=species:S:1:pos:R:3 method="wB97M-V/def2-TZVPD" total_energy_ha=-3916.08552 gap_ev="5.749 / 5.752" max_force_ev_per_a=4.204 e_above_lowest_kcal_mol=21.4
O 3.29482 1.22461 -4.35817
H 3.91842 1.45481 -5.06554
Zn 1.44833 -0.23095 -2.03083
N -0.37384 -0.89309 -2.34331
N 0.67595 1.39784 -2.82082
N 1.96381 -1.58198 -0.70322
N 3.13032 0.54989 -1.40852
O -0.79563 -2.05906 -1.96505
O 1.17482 -2.59058 -0.25751
O 3.55848 1.81005 -1.66837
O 1.29141 2.52317 -2.86219
C -0.64309 1.30637 -3.11047
C -1.24534 0.05371 -2.75402
C 3.07800 -1.33415 -0.02099
C 3.76745 -0.13655 -0.46022
C -2.71777 -0.15631 -2.66643
H -3.10717 0.28796 -1.73628
H -2.94332 -1.22510 -2.67209
H -3.22254 0.32086 -3.51402
C -1.36438 2.50668 -3.60842
H -0.73489 3.06021 -4.31651
H -1.61181 3.18117 -2.77542
H -2.29834 2.22317 -4.10382
C 3.48122 -2.14034 1.16559
C 5.01947 0.36696 0.17250
H 2.98037 -3.11252 1.12966
H 3.20507 -1.61371 2.09387
H 4.57059 -2.27327 1.15987
H 5.33138 1.32672 -0.25296
H 5.82304 -0.36733 0.02620
H 4.87179 0.48407 1.25539
H 0.31740 -2.43668 -0.79031
H 2.77751 2.20861 -2.19658
C 2.87877 -0.12642 -4.53022
H 1.78427 -0.13945 -4.57304
H 3.25944 -0.71873 -3.68739
H 3.25314 -0.57694 -5.46293
O 1.29594 -2.78805 -3.71602
H 1.94491 -3.48450 -3.51599
H 0.57699 -2.87511 -3.03299
O -0.27438 -0.35084 0.25218
P -1.11925 0.02758 1.44254
C -2.24995 1.36755 1.03035
C -1.76673 2.39695 0.20774
C -2.62625 3.40140 -0.23401
C -3.96833 3.39628 0.16106
C -4.44745 2.38585 0.99758
C -3.59520 1.36629 1.42714
C -2.07680 -1.38412 2.03300
C -2.51354 -1.45454 3.36297
C -3.14719 -2.60885 3.82555
C -3.36732 -3.68774 2.95782
C -2.94754 -3.60630 1.62860
C -2.29678 -2.46465 1.16824
C -0.11959 0.48907 2.87621
C -0.28788 1.69439 3.56329
C 0.50492 1.97445 4.68845
C 1.45517 1.03953 5.12888
C 1.59905 -0.17443 4.45535
C 0.82311 -0.45265 3.32546
H -0.71282 2.40576 -0.07868
H -2.24158 4.19114 -0.87776
H -4.63873 4.18126 -0.18542
H -5.48822 2.38617 1.31284
H -3.97347 0.56830 2.06488
H -2.33379 -0.61561 4.04200
H -3.46189 -2.67105 4.86508
H -3.85622 -4.58844 3.32837
H -3.12507 -4.45230 0.95921
H -1.94498 -2.40779 0.13481
H -1.04868 2.40686 3.23961
H 0.36242 2.90435 5.22593
H 2.06200 1.25319 6.01263
H 2.29944 -0.92947 4.81758
H 0.90853 -1.41366 2.81808